Below is C20H21NO6 in the gas phase at a distorted geometry, with properties calculated with wB97M-V/def2-TZVPD.

Bonds (Å) are listed after each position.
Element x y z (Å)
1 C 1.264 4.512 -3.022  O2 1.413, H28 1.096, H29 1.094, H30 1.088
2 O 0.520 3.386 -3.440  C1 1.413, C3 1.401
3 C 1.290 2.321 -3.926  O2 1.401, C4 1.543, H31 1.101, H32 1.093
4 C 2.147 1.620 -2.852  C3 1.543, N5 1.437, H33 1.093, H34 1.095
5 N 1.393 1.335 -1.663  C4 1.437, C6 1.351, C21 1.450
6 C 1.569 2.007 -0.505  N5 1.351, O7 1.213, C8 1.527
7 O 2.382 2.889 -0.323  C6 1.213
8 C 0.555 1.456 0.495  C6 1.527, O9 1.210, C10 1.456
9 O 0.457 1.804 1.650  C8 1.210
10 C -0.209 0.455 -0.235  C8 1.456, C11 1.353, C21 1.511
11 C -1.168 -0.374 0.239  C10 1.353, O12 1.351, C13 1.470
12 O -1.641 -1.343 -0.574  C11 1.351, H35 0.968
13 C -1.736 -0.303 1.593  C11 1.470, C14 1.393, C20 1.389
14 C -2.179 0.902 2.135  C13 1.393, C15 1.380, H36 1.077
15 C -2.733 0.911 3.399  C14 1.380, C16 1.386, H37 1.079
16 C -2.857 -0.255 4.139  C15 1.386, C17 1.391, H38 1.078
17 C -2.427 -1.463 3.601  C16 1.391, O18 1.360, C20 1.394
18 O -2.501 -2.671 4.222  C17 1.360, C19 1.408
19 C -3.009 -2.722 5.534  O18 1.408, H39 1.095, H40 1.089, H41 1.094
20 C -1.878 -1.479 2.319  C13 1.389, C17 1.394, H42 1.081
21 C 0.343 0.336 -1.636  N5 1.450, C10 1.511, C22 1.498, H43 1.098
22 C 0.885 -1.032 -1.919  C21 1.498, C23 1.362, O27 1.352
23 C 0.787 -1.836 -3.015  C22 1.362, C24 1.417, H44 1.071
24 C 1.533 -3.003 -2.714  C23 1.417, C25 1.363, H45 1.071
25 C 2.035 -2.825 -1.459  C24 1.363, C26 1.486, O27 1.350
26 C 2.888 -3.689 -0.603  C25 1.486, H46 1.089, H47 1.086, H48 1.089
27 O 1.646 -1.627 -0.974  C22 1.352, C25 1.350
28 H 1.952 4.839 -3.811  C1 1.096
29 H 1.830 4.314 -2.107  C1 1.094
30 H 0.536 5.296 -2.828  C1 1.088
31 H 1.960 2.657 -4.734  C3 1.101
32 H 0.567 1.615 -4.342  C3 1.093
33 H 2.974 2.266 -2.544  C4 1.093
34 H 2.549 0.693 -3.273  C4 1.095
35 H -2.304 -1.870 -0.106  O12 0.968
36 H -2.094 1.812 1.567  C14 1.077
37 H -3.076 1.842 3.824  C15 1.079
38 H -3.285 -0.209 5.127  C16 1.078
39 H -4.052 -2.393 5.575  C19 1.095
40 H -2.950 -3.768 5.831  C19 1.089
41 H -2.408 -2.117 6.220  C19 1.094
42 H -1.525 -2.425 1.933  C20 1.081
43 H -0.425 0.564 -2.387  C21 1.098
44 H 0.246 -1.630 -3.916  C23 1.071
45 H 1.673 -3.855 -3.347  C24 1.071
46 H 2.364 -3.951 0.315  C26 1.089
47 H 3.145 -4.598 -1.139  C26 1.086
48 H 3.802 -3.165 -0.326  C26 1.089

## Properties
Energy above the lowest of the compared OMol25 structures with the same formula, charge and spin in kJ/mol: 316.68
Spin multiplicity: 1
LUMO energy in eV: -0.17
Gap between HOMO and LUMO in eV: 8.22
Energy in a.u.: -1280.8823
Structure (SMILES): COCCN1C(=O)C(=O)/C(=C(/O)c2cccc(OC)c2)[C@@H]1c1ccc(C)o1